[1]
Density functional theory data (ωB97M-V/def2-TZVPD) for a structure of composition C19H17N8PdSTe.

Geometry as XYZ:
```
47
Properties=species:S:1:pos:R:3:mulliken_charge:R:1
H -0.936 1.299 7.694 0.38
C -2.913 -3.271 -1.953 -0.62
C 2.897 -0.999 -1.792 -0.63
H -1.553 -5.625 -3.968 0.39
C -0.814 -2.528 -2.856 0.36
H 2.776 -2.043 -2.047 0.44
C 4.154 -0.469 -1.537 -0.55
H 0.224 -3.917 -4.115 0.33
N -1.369 2.819 -0.532 -0.19
C -0.664 -3.732 -3.523 -0.63
H 0.406 -0.764 7.473 0.37
N -1.937 3.101 -2.791 -0.57
N -0.659 3.502 0.352 -0.27
C 0.124 -0.203 6.592 -0.56
C -2.781 -4.467 -2.645 -0.58
H 0.287 5.412 0.188 0.46
H 3.138 2.670 -0.835 0.43
C -1.662 -4.693 -3.431 -0.67
H 5.214 1.317 -0.978 0.40
C -0.630 0.957 6.715 -0.39
C 3.092 1.620 -1.098 -0.25
C -0.297 4.630 -0.263 -0.17
C 0.518 -0.643 5.340 -0.45
N -0.491 -0.313 -1.041 0.03
H -1.582 2.582 5.685 0.38
H -0.892 1.804 3.446 0.38
H 5.035 -1.091 -1.607 0.44
C 0.415 -0.683 -1.873 0.96
Te 0.760 -0.626 2.346 0.34
H -2.688 2.457 -2.566 0.28
C -1.943 -2.290 -2.085 0.62
H -2.293 3.905 -3.294 0.30
C 0.152 0.080 4.203 0.23
N 0.199 -1.541 -2.903 -0.19
C 1.795 -0.165 -1.670 0.09
N -0.746 4.682 -1.514 -0.86
H -3.778 -3.090 -1.327 0.41
H 0.973 -1.707 -3.526 0.28
S -2.132 -0.700 -1.341 -0.21
C -0.994 1.679 5.585 -0.64
Pd -0.103 1.032 0.606 0.20
C -0.606 1.245 4.330 -0.11
H -3.551 -5.221 -2.564 0.39
H 1.107 -1.547 5.246 0.35
N -1.388 3.548 -1.608 1.14
N 1.881 1.126 -1.333 -0.26
C 4.255 0.863 -1.184 -0.59
```

Computed properties:
- 2S+1: 3
- Lowest unoccupied orbital energy (spin up / spin down): -2.72 / -4.72 eV
- E_HOMO (spin up / spin down): -10.6 / -10.7 eV
- <S²>: 2.01
- Total charge: +1



[2]
Density functional theory data (ωB97M-V/def2-TZVPD) for an isolated molecule of C27H30ClFN4O2 in a non-equilibrium geometry.

Geometry as XYZ:
```
65
Properties=species:S:1:pos:R:3:mulliken_charge:R:1
C -4.962 -2.140 -0.089 0.13
C 3.766 -1.941 3.642 0.37
C 0.973 3.594 -1.199 -1.41
H 6.520 0.562 -1.752 0.45
H -2.252 1.430 -0.815 0.52
C -0.015 -0.034 -0.467 -0.21
C 3.807 0.722 1.045 0.51
H 4.198 3.559 -2.071 0.37
C 5.528 0.883 -2.065 -1.71
C 3.431 3.376 -1.309 -1.51
C -2.526 -2.246 0.195 -0.86
H -2.882 0.887 0.750 0.15
C 1.455 0.940 -2.226 -0.66
C 3.491 -0.019 2.244 0.54
H 1.209 0.204 -2.995 0.62
H 2.240 0.513 -1.605 -0.03
H -6.792 -4.180 1.925 0.37
C -7.487 -3.404 0.056 -0.42
C -3.475 -0.346 -0.915 -0.88
O 4.669 0.234 0.131 -0.40
H -0.575 -1.867 1.069 0.50
C -6.555 -3.569 1.067 -0.80
H 3.409 4.231 -0.630 0.35
H -3.078 -0.636 -1.900 0.23
H 5.093 0.090 -2.673 0.32
C -1.517 -1.343 0.906 -0.94
H -8.451 -3.884 0.109 0.38
H 2.081 1.433 2.919 0.45
C 1.938 2.231 -2.899 -1.23
C 4.681 1.143 -0.875 0.41
H 1.243 2.101 0.321 -0.15
H 4.831 -1.639 1.806 0.53
H 1.487 0.157 4.963 0.41
C -5.326 -2.946 0.998 -0.27
C 2.220 -0.230 4.272 -0.66
F -5.657 -1.285 -2.220 -0.32
H -1.925 -1.010 1.866 0.36
Cl 4.530 -3.458 3.967 -0.23
H -0.629 1.395 -1.992 0.59
C -7.163 -2.614 -1.031 -0.63
H 2.578 -2.011 5.421 0.44
H -4.393 0.222 -1.056 0.56
H 5.612 1.784 -2.666 0.32
H -2.075 -2.597 -0.747 0.20
H -7.851 -2.468 -1.849 0.43
C 0.480 2.379 -0.407 0.18
H 1.183 4.419 -0.515 0.50
O 0.883 -0.813 -0.199 -0.71
C -5.923 -2.010 -1.098 0.59
H -2.752 -3.115 0.810 0.55
N -1.247 -0.183 0.080 0.30
H -0.432 2.639 0.133 0.52
C 3.827 2.158 -0.530 1.13
C -2.453 0.554 -0.203 -0.80
C 0.229 1.189 -1.344 0.71
C 2.545 0.485 3.137 -0.45
H 2.866 2.041 -3.442 0.48
C 4.105 -1.243 2.499 -0.84
N 3.301 1.871 0.699 -0.49
N 2.152 3.342 -1.997 0.26
H 0.186 3.918 -1.893 0.36
H 1.181 2.556 -3.624 0.37
H -4.628 -3.065 1.812 0.38
C 2.828 -1.448 4.536 -0.53
N -3.735 -1.498 -0.082 0.25
```

Computed properties:
- Lowest unoccupied orbital energy: 0.55 eV
- E_HOMO: -8.0 eV



[3]
Density functional theory data (ωB97M-V/def2-TZVPD) for an isolated molecule of C23H30N2O5.

Geometry as XYZ:
```
60
Properties=species:S:1:pos:R:3:mulliken_charge:R:1
H -1.264 1.671 -3.996 0.07
N -1.096 1.135 2.990 0.04
C 0.936 -1.920 3.742 0.50
C -3.448 0.930 2.250 -1.47
H 5.645 -0.911 -2.019 0.39
C -2.475 -0.733 0.641 -0.44
C 4.735 -0.556 -2.480 -0.65
C 2.400 0.353 -3.655 -0.05
H 0.147 -1.819 -2.297 0.32
N 0.667 -0.698 1.618 0.36
H -2.992 1.255 -3.914 0.30
H -4.355 1.529 2.155 0.50
C -2.242 1.998 -3.633 -0.62
H -0.395 1.580 2.412 0.35
C 3.720 -0.041 -1.695 -0.42
H -0.955 -2.865 3.313 0.32
H 0.717 -1.787 4.806 0.41
C -1.939 -1.063 -0.592 -0.50
C -2.288 1.183 -1.365 0.45
H 3.300 -0.198 -5.515 0.40
H -2.730 1.787 4.097 0.41
H 1.487 0.706 -4.113 0.44
H -3.149 2.508 0.035 0.50
C -1.822 -0.123 -1.606 1.09
H -1.383 -2.464 -2.973 0.37
H 0.353 -1.547 1.177 0.20
C 2.545 0.418 -2.277 0.52
O -2.241 2.232 -2.243 -0.50
H 1.270 0.182 3.369 0.31
H -1.600 -2.074 -0.758 0.41
H 3.835 0.009 -0.621 0.44
H 0.302 -3.973 3.854 0.47
C -2.410 1.740 3.051 -0.99
H -0.227 -1.615 -4.025 0.29
C 1.444 0.961 -1.410 -0.71
C 0.103 -3.098 3.239 -1.54
C -2.914 0.555 0.897 0.04
H 2.676 -2.281 2.510 0.24
H 1.777 1.848 -0.857 0.50
H 0.350 -3.355 2.210 0.32
H 0.568 1.226 -2.007 0.04
C 3.419 -0.155 -4.442 -0.83
H 3.024 -1.398 3.997 0.39
C 4.587 -0.613 -3.856 -0.41
C 2.427 -2.198 3.566 -1.54
C -2.814 1.494 -0.118 -0.47
H -2.550 -1.489 1.408 0.40
C -0.654 -1.649 -3.024 -0.99
O -1.628 -0.744 4.129 -0.66
O 1.223 1.464 1.233 -0.77
H 5.381 -1.012 -4.470 0.38
H -2.493 2.957 -4.086 0.32
C 0.995 0.342 0.831 0.54
O 1.049 -0.035 -0.461 -0.23
C 0.560 -0.596 3.060 -0.30
C -0.849 -0.099 3.459 0.16
H -2.324 2.751 2.655 0.46
O -1.259 -0.396 -2.830 -0.39
H 2.697 -3.130 4.056 0.46
H -3.681 0.025 2.810 0.38
```

Computed properties:
- Lowest unoccupied orbital energy: 0.64 eV
- E_HOMO: -8.1 eV
- ΔE to the lowest compared entry with this formula, charge and spin: 0.221 eV



[4]
Density functional theory data (ωB97M-V/def2-TZVPD) for a structure of composition C24H19ClN3O2Re in a non-equilibrium geometry.

Geometry as XYZ:
```
50
Properties=species:S:1:pos:R:3:mulliken_charge:R:1
N -1.448 3.038 -3.530 -0.23
C -4.204 -4.688 3.859 0.56
C 0.719 -2.151 -1.049 -0.47
C -3.452 3.556 -0.184 -0.17
H 0.978 -3.052 -0.506 0.55
H -0.457 2.370 -1.090 0.70
H -0.637 6.133 -2.441 0.39
H -3.732 0.225 0.352 0.44
C -0.644 -1.021 -2.719 -0.20
H -5.186 -4.733 1.913 0.47
H -1.181 4.816 -6.908 0.44
N -1.549 3.021 -5.946 -0.53
H -4.017 4.477 -0.100 0.56
H -0.836 6.094 -4.792 0.40
C -1.477 2.390 -0.746 0.32
H -1.371 5.590 -0.306 0.50
C -1.500 -1.804 2.257 0.43
H -1.442 -1.041 -3.448 0.50
C 0.017 0.189 -2.423 -0.19
O -1.753 -1.281 1.005 -0.63
C -3.149 -4.145 4.663 -0.59
C -1.474 4.844 -1.086 -1.10
H 2.156 -0.926 -0.004 0.43
C -1.256 4.329 -5.943 -0.22
N -2.040 1.210 -0.384 -0.34
H -1.495 -2.802 4.664 0.51
C -1.060 5.143 -2.313 -0.72
H -0.259 1.089 -2.968 0.45
H 1.520 1.150 -1.209 0.47
C 1.043 0.210 -1.458 -0.46
C -2.157 3.590 -0.680 0.11
C -3.529 -3.365 1.951 -0.23
C -4.380 -4.289 2.482 -0.74
C -1.185 4.368 -3.570 0.95
C -1.063 5.037 -4.768 -0.75
O -0.579 -1.455 2.918 -0.45
C -2.309 -3.234 4.099 -0.45
H -3.045 -4.469 5.690 0.48
C -3.325 1.189 0.085 -0.25
H -1.856 1.423 -4.727 0.30
C -1.618 2.488 -4.734 0.05
C -2.498 -2.834 2.749 0.58
H -5.055 2.312 0.565 0.44
C -0.260 -2.192 -2.036 -0.65
Re -0.962 -0.474 -0.533 1.46
Cl -5.236 -5.781 4.505 0.06
C 1.390 -0.960 -0.770 -0.36
H -3.650 -3.043 0.926 0.46
H -0.792 -3.116 -2.229 0.47
C -4.041 2.347 0.190 -0.75
```

Computed properties:
- 2S+1: 4
- Lowest unoccupied orbital energy (spin up / spin down): -10.77 / -12.64 eV
- E_HOMO (spin up / spin down): -16.7 / -16.7 eV
- <S²>: 3.79
- Total charge: +3



[5]
Density functional theory data (ωB97M-V/def2-TZVPD) for a cluster of 2 separate species, C4H6N2O in total.

Geometry as XYZ:
```
13
Properties=species:S:1:pos:R:3:mulliken_charge:R:1
C 0.566 -0.406 0.685 0.90
C -1.437 -0.249 -0.069 -0.26
N -1.400 -1.008 1.217 0.03
O 1.853 -0.345 0.767 -0.29
H 2.236 1.562 0.032 0.31
N -0.163 0.215 -0.215 -0.42
H -3.529 0.757 -1.926 -0.21
C 2.523 0.528 -0.167 -0.60
H 2.237 0.259 -1.185 0.32
C -0.208 -1.327 1.673 -0.44
H -4.022 1.094 -2.372 0.24
H 3.586 0.373 0.007 0.23
H -2.243 -1.455 1.553 0.19
```

Computed properties:
- Lowest unoccupied orbital energy (spin up / spin down): -1.68 / -1.68 eV
- E_HOMO (spin up / spin down): -9.0 / -9.0 eV
- ΔE to the lowest compared entry with this formula, charge and spin: 6.738 eV



[6]
Density functional theory data (ωB97M-V/def2-TZVPD) for an isolated molecule of C23H25NO9S.

Geometry as XYZ:
```
59
Properties=species:S:1:pos:R:3:mulliken_charge:R:1
S -0.398 2.343 -0.264 -0.31
H -4.072 3.125 2.882 0.40
C 5.265 -0.526 -1.609 -1.29
C -3.789 2.659 1.949 -0.84
O 4.507 1.742 0.794 -0.57
C 0.450 1.461 1.134 0.41
C -2.071 2.186 0.335 0.20
O -3.801 -1.753 0.350 -0.53
H 2.632 -3.015 3.053 0.32
C 2.462 -2.801 0.934 0.97
H -3.043 -2.933 -2.278 0.23
O 3.512 0.960 -2.338 -0.57
H 0.897 -1.894 -0.703 0.67
C -4.715 1.982 1.205 -0.79
O 2.526 -3.347 -0.131 -0.57
C 0.997 -1.146 0.094 -0.07
C 3.898 0.090 -1.605 0.81
H -0.896 -0.241 -0.340 0.20
H -2.066 -1.318 1.691 0.53
O 2.434 2.325 0.151 -0.28
C -3.034 -2.490 -0.208 1.03
H 5.157 4.039 -0.251 0.37
H 4.198 3.424 -1.615 0.25
C 4.172 3.706 -0.563 -1.21
C -2.994 1.450 -0.445 0.54
O -0.262 0.346 1.541 -0.64
H 1.435 0.458 -1.332 0.31
H -5.741 1.905 1.534 0.39
C 1.874 1.134 0.674 -0.98
H 0.475 2.138 1.992 0.89
H 3.547 -4.221 2.098 0.37
O 3.151 -0.461 -0.635 -0.17
C -2.464 2.778 1.505 -0.28
H -4.449 -3.553 -1.396 0.36
C -3.427 0.183 -2.288 -0.62
C -4.345 1.371 -0.008 0.82
H 5.185 -1.599 -1.459 0.30
C -0.381 -0.652 0.544 1.26
C 3.233 -3.184 2.165 -1.27
H -1.754 3.343 2.089 0.48
H -3.025 -0.296 -3.173 0.54
C -1.234 -1.772 1.143 -1.54
C -4.794 0.083 -1.981 -0.53
O 1.669 -1.743 1.195 -0.40
H 4.116 -2.549 2.220 0.27
H -5.456 -0.463 -2.635 0.43
H -0.635 -2.388 1.815 0.31
H 3.431 4.489 -0.440 0.32
H 5.773 -0.299 -2.541 0.39
C 3.767 2.488 0.209 0.86
H -6.283 0.588 -0.530 0.41
C -3.375 -3.401 -1.354 -1.25
N -2.563 0.831 -1.559 -0.39
C 1.842 0.036 -0.404 -0.39
O -1.736 -2.612 0.118 -0.36
H -2.854 -4.347 -1.243 0.38
H 2.477 0.775 1.520 0.18
C -5.247 0.664 -0.829 -0.63
H 5.822 -0.099 -0.776 0.26
```

Computed properties:
- Lowest unoccupied orbital energy: 0.06 eV
- E_HOMO: -8.4 eV
- ΔE to the lowest compared entry with this formula, charge and spin: 0.167 eV